w.
ORCA calculation (wB97M-V/def2-TZVPD) on 14 unconnected molecules or ions with the total composition C28H84O14.

Each line ends with the Mulliken charge.
Geometry (Å):
C1 -3.79226 0.22765 2.27354  -0.2415
C2 -3.26104 0.55107 3.64085  -0.2889
O1 -3.27072 -0.62694 4.46119  -0.5727
H1 -3.66539 1.13141 1.67208  -0.0279
H2 -4.82801 -0.10403 2.33962  0.4581
H3 -3.24749 -0.56737 1.75892  -0.1049
H4 -3.84713 1.36848 4.08684  0.3565
H5 -2.24265 0.95997 3.67432  0.1636
H6 -2.80430 -0.33500 5.25609  0.2925
C3 4.29952 -4.12793 0.16908  -1.2879
C4 2.80055 -4.01520 0.36199  -0.1274
O2 2.43223 -2.64498 0.09270  0.1702
H7 4.82379 -3.66676 1.00532  0.2411
H8 4.61027 -3.72037 -0.78937  0.2910
H9 4.57944 -5.18321 0.10411  0.4071
H10 2.47147 -4.37656 1.33712  0.2993
H11 2.29985 -4.58024 -0.42654  0.2394
H12 1.49552 -2.57658 -0.13163  -0.3259
C5 1.37797 3.55915 -0.85119  0.6375
C6 2.63491 4.31069 -1.27854  -0.8337
O3 3.79880 3.59313 -0.92180  -0.5889
H13 0.46486 3.86731 -1.37319  0.4014
H14 1.20963 3.71882 0.21065  -0.4338
H15 1.49262 2.51419 -1.14375  -0.2968
H16 2.64279 5.29349 -0.78318  0.3271
H17 2.65670 4.57557 -2.33536  0.3649
H18 3.67982 3.23577 -0.02535  0.4041
C7 -0.39585 -1.20878 -0.10515  -0.5214
C8 -0.46283 0.25067 -0.48661  1.3547
O4 -0.55584 1.04483 0.67446  0.0883
H19 0.23392 -1.36394 0.77792  -0.0409
H20 -0.17929 -1.92066 -0.90270  0.1477
H21 -1.36176 -1.56120 0.28447  -0.1507
H22 -1.33431 0.37320 -1.14454  -0.3864
H23 0.40761 0.51127 -1.09826  -0.5533
H24 -0.62442 1.97023 0.41269  -0.3319
C9 -1.89405 4.31376 1.17862  0.2050
C10 -2.85417 5.48392 0.91005  -0.8262
O5 -3.35760 5.46236 -0.41968  -0.4815
H25 -0.99115 4.58352 0.62899  0.0573
H26 -2.42205 3.38453 0.97960  -0.3983
H27 -1.59240 4.28758 2.23050  0.3179
H28 -2.29076 6.41685 1.02616  0.3961
H29 -3.67286 5.46417 1.62724  0.3746
H30 -2.64900 5.73335 -1.01018  0.2977
C11 -4.98018 -2.79079 -0.08264  -1.3665
C12 -4.09716 -2.22855 -1.17281  1.0963
O6 -4.86730 -1.89066 -2.33792  -0.5970
H31 -5.55736 -3.64698 -0.44527  0.4042
H32 -5.69382 -2.06904 0.30888  0.2615
H33 -4.35160 -3.20925 0.71133  0.3187
H34 -3.34463 -2.95720 -1.48717  0.1758
H35 -3.54625 -1.35081 -0.83298  -0.4770
H36 -5.15343 -2.68392 -2.79465  0.3182
C13 -4.36563 2.56679 -0.86995  -0.2787
C14 -5.28566 1.37593 -1.06234  0.0202
O7 -5.10403 0.83196 -2.36764  -0.5337
H37 -4.73447 3.12693 -0.00836  0.3552
H38 -4.39270 3.23620 -1.73067  0.5327
H39 -3.33072 2.24469 -0.76409  -0.4673
H40 -6.31731 1.51839 -0.73173  0.3051
H41 -4.85585 0.62106 -0.38186  -0.2808
H42 -5.13453 -0.13172 -2.24858  0.3573
C15 4.23226 -0.93107 -1.96627  -0.6458
C16 3.51706 0.33447 -1.49449  0.5191
O8 3.42190 1.24366 -2.57484  -0.6179
H43 3.45343 -1.61891 -2.31716  -0.1863
H44 4.58467 -1.52139 -1.11323  -0.0677
H45 5.03602 -0.73167 -2.66496  0.4639
H46 4.07741 0.81293 -0.68366  0.5923
H47 2.56661 0.00476 -1.05982  -0.5943
H48 3.88899 2.06819 -2.39329  0.3785
C17 -1.67796 2.08714 -3.51791  -0.4296
C18 -2.22826 0.82184 -4.16608  0.1160
O9 -1.30114 0.24946 -5.08466  -0.5910
H49 -1.09799 2.66243 -4.24380  0.4177
H50 -0.98735 1.90261 -2.68639  -0.1873
H51 -2.46641 2.72026 -3.10601  0.2340
H52 -3.13774 1.09843 -4.69665  0.3702
H53 -2.45873 0.08067 -3.39230  -0.1253
H54 -0.63355 -0.21257 -4.54963  0.3504
C19 5.53686 -0.71390 2.56782  -1.5172
C20 4.12857 -1.15979 2.85665  -0.1492
O10 3.25148 -0.58040 1.86978  0.9060
H55 6.26789 -1.09792 3.29605  0.4284
H56 5.60532 0.37368 2.58512  0.3008
H57 6.01951 -1.06689 1.65117  0.2733
H58 3.78598 -0.77205 3.82003  0.2474
H59 3.99103 -2.24198 2.92116  0.4884
H60 2.96361 -1.32763 1.31506  -0.4374
C21 0.32655 -1.12966 4.03069  -0.2169
C22 0.74124 -0.39478 5.29091  -0.3657
O11 -0.42716 -0.00393 6.04515  -0.4806
H61 -0.04267 -0.44189 3.26983  -0.2695
H62 -0.42063 -1.88385 4.26544  0.4509
H63 1.24787 -1.55745 3.62657  0.1045
H64 1.27806 0.52703 5.03018  0.0741
H65 1.42176 -0.98204 5.91491  0.4211
H66 -0.09881 0.17789 6.93150  0.2732
C23 -0.76389 -4.52731 0.31341  -0.4291
C24 -0.79566 -4.86057 -1.15759  -0.1236
O12 0.51087 -5.02956 -1.69351  -0.4777
H67 -0.08589 -3.76657 0.68926  -0.1706
H68 -0.54456 -5.42838 0.89178  0.4119
H69 -1.76923 -4.21147 0.60012  0.1445
H70 -1.37124 -4.09141 -1.69939  0.0462
H71 -1.42425 -5.74559 -1.34390  0.4081
H72 0.41055 -5.31769 -2.60703  0.2907
C25 2.23704 3.97234 2.95034  -1.4929
C26 2.57934 2.51303 2.76788  0.7716
O13 3.49776 2.33878 1.70721  -0.5329
H73 1.98340 4.51959 2.04225  0.2742
H74 3.16369 4.47087 3.26672  0.3821
H75 1.47987 4.09608 3.72073  0.3608
H76 1.67419 1.92311 2.55246  -0.3140
H77 2.92366 2.10558 3.72833  0.3622
H78 3.61167 1.39366 1.53052  0.0135
C27 0.78275 -2.52828 -5.67740  -1.5383
C28 1.52051 -2.24185 -4.38086  0.0775
O14 0.87410 -1.12158 -3.71151  -0.3532
H79 1.37527 -3.32531 -6.13747  0.4294
H80 0.65570 -1.67306 -6.33830  0.3385
H81 -0.24158 -2.86314 -5.50010  0.3150
H82 2.54393 -1.91154 -4.56394  0.4497
H83 1.52050 -3.12821 -3.74121  0.0683
H84 1.58345 -0.52732 -3.43532  0.1434

Calculated values
Kohn-Sham gap (eV): 9.6
E_LUMO (eV): 0.29
HOMO (eV): -9.350



x.
ORCA calculation (wB97M-V/def2-TZVPD) on 14 unconnected molecules or ions with the total composition C28H84O14.

Each line ends with the Mulliken charge.
Geometry (Å):
C1 -6.99586 2.92355 0.69644  -0.8673
C2 -6.07652 4.09229 0.43035  -0.2684
O1 -5.37286 4.46988 1.57706  -0.5344
H1 -6.38828 2.05174 0.93914  0.2443
H2 -7.63449 2.80116 -0.17836  0.3034
H3 -7.58529 3.16669 1.58051  0.2661
H4 -6.57550 4.96434 0.00767  0.2703
H5 -5.28910 3.82134 -0.27299  0.2667
H6 -4.49646 4.07865 1.55563  0.3194
C3 6.28930 -4.61338 1.76150  -1.0955
C4 6.75463 -3.60107 2.89806  -0.1286
O2 6.46318 -4.20397 4.15094  -0.5242
H7 5.22488 -4.84095 1.81905  0.3138
H8 6.69773 -5.62259 1.81408  0.3350
H9 6.44146 -4.28979 0.73181  0.3208
H10 6.19314 -2.66988 2.82250  0.2637
H11 7.84254 -3.55717 2.84683  0.2223
H12 6.81356 -5.09666 4.19487  0.2927
C5 3.25980 -9.83349 -2.32207  -1.0551
C6 2.34792 -8.86545 -3.06538  -0.1502
O3 1.09344 -8.94126 -2.43658  -0.5172
H13 3.40327 -9.59598 -1.26800  0.2810
H14 4.28642 -9.88833 -2.68423  0.3535
H15 2.83102 -10.82918 -2.43548  0.2679
H16 2.23906 -9.03782 -4.13615  0.2880
H17 2.67026 -7.83464 -2.91834  0.2387
H18 0.47348 -8.45356 -2.98375  0.2934
C7 -6.02606 0.42500 -7.03189  -0.9493
C8 -5.96828 0.48072 -8.56210  -0.2204
O4 -7.30933 0.63835 -8.89648  -0.5382
H19 -5.11157 -0.04119 -6.66520  0.3012
H20 -6.90190 -0.11161 -6.66715  0.2920
H21 -6.07739 1.39495 -6.53726  0.3136
H22 -5.55495 -0.40672 -9.04138  0.2747
H23 -5.38656 1.31791 -8.94786  0.2171
H24 -7.57404 1.54879 -8.74609  0.3093
C9 0.04461 -0.19972 0.22147  -1.0179
C10 0.81116 0.66461 1.25768  -0.1849
O5 0.16103 1.94351 1.31383  -0.5185
H25 -0.87949 -0.55675 0.67611  0.2500
H26 0.53515 -1.12762 -0.07260  0.3441
H27 -0.18801 0.37245 -0.67665  0.2886
H28 1.82243 0.83035 0.88626  0.2544
H29 0.92372 0.21896 2.24603  0.2914
H30 0.70214 2.48003 1.89774  0.2931
C11 -0.21597 5.49295 -5.59575  -1.0829
C12 0.41270 5.61451 -6.96214  -0.1299
O6 0.56927 6.96959 -7.19995  -0.5140
H31 0.32481 6.04771 -4.82900  0.3314
H32 -0.47475 4.47332 -5.31026  0.3211
H33 -1.19754 5.96686 -5.58979  0.2901
H34 -0.20420 5.07800 -7.68305  0.2662
H35 1.39952 5.15223 -6.98609  0.2240
H36 1.00419 7.39484 -6.45725  0.2942
C13 2.26478 5.63645 7.96800  -1.0130
C14 3.43089 5.13714 7.10331  -0.2421
O7 3.23690 5.45936 5.73372  -0.5128
H37 2.15912 6.72057 8.00830  0.3361
H38 2.41648 5.36154 9.01178  0.3120
H39 1.32166 5.23282 7.59962  0.2832
H40 3.62966 4.06996 7.20186  0.2910
H41 4.38535 5.51852 7.46613  0.2419
H42 3.02019 6.39424 5.70842  0.3037
C15 0.32024 10.60737 2.41335  -0.9917
C16 1.05877 11.37092 3.51633  -0.1892
O8 2.37670 10.83960 3.51789  -0.5082
H43 0.47223 9.52927 2.46528  0.2769
H44 0.61613 10.89762 1.40523  0.2732
H45 -0.73471 10.83638 2.56413  0.3202
H46 0.48801 11.43803 4.44252  0.2948
H47 1.01709 12.40490 3.17391  0.2335
H48 2.96356 11.46737 3.94580  0.2907
C17 1.88111 -1.49097 10.26852  -1.1350
C18 2.24972 -0.99076 11.67811  -0.1675
O9 3.36958 -0.09192 11.60124  -0.5167
H49 0.96168 -2.07641 10.27131  0.3378
H50 2.51524 -2.17740 9.70747  0.3562
H51 1.72333 -0.66827 9.57112  0.3186
H52 2.44101 -1.94064 12.17732  0.2131
H53 1.33992 -0.57108 12.10735  0.2889
H54 4.08612 -0.49991 11.10959  0.3046
C19 -9.38061 -3.55789 0.13506  -0.9068
C20 -8.40737 -4.72209 -0.17963  -0.2473
O10 -7.09199 -4.18771 -0.26970  -0.5153
H55 -9.08426 -3.00956 1.02926  0.2794
H56 -10.38959 -3.94095 0.28773  0.3135
H57 -9.43239 -2.80049 -0.64710  0.2592
H58 -8.70020 -5.25984 -1.08141  0.2770
H59 -8.43805 -5.44987 0.63123  0.2392
H60 -6.73558 -4.04223 0.60974  0.3007
C21 11.19414 4.58887 2.25509  -1.0455
C22 9.92527 4.77742 3.15067  -0.1939
O11 8.93389 3.90840 2.63395  -0.5121
H61 11.61676 3.58413 2.25466  0.2836
H62 11.90909 5.32832 2.61586  0.3407
H63 11.05349 4.93052 1.22962  0.2969
H64 9.63421 5.82189 3.26231  0.2984
H65 10.16953 4.43574 4.15650  0.2425
H66 8.10272 4.07047 3.08616  0.2893
C23 -3.12203 -6.94183 -7.31128  -1.1165
C24 -4.11296 -6.31844 -6.34810  -0.1162
O12 -3.24888 -5.94466 -5.30799  -0.5087
H67 -2.31251 -6.32532 -7.70205  0.2853
H68 -3.63367 -7.40826 -8.15317  0.3642
H69 -2.64771 -7.82163 -6.87644  0.2860
H70 -4.93731 -6.95652 -6.02965  0.2740
H71 -4.59730 -5.47636 -6.84251  0.2452
H72 -3.74505 -5.45397 -4.64873  0.2864
C25 -2.29976 -5.58447 4.05932  -1.0727
C26 -2.72158 -4.38338 4.88962  -0.1495
O13 -3.68170 -3.67260 4.15660  -0.5010
H73 -1.67387 -5.20767 3.25037  0.2592
H74 -3.03061 -6.31197 3.70621  0.3228
H75 -1.67809 -6.21229 4.69767  0.3349
H76 -1.83270 -3.79930 5.12807  0.2163
H77 -3.19933 -4.73964 5.80227  0.2818
H78 -4.22694 -3.25728 4.82877  0.3080
C27 1.07257 -1.69655 -8.29895  -1.0586
C28 1.70744 -1.69530 -9.70509  -0.1463
O14 1.10320 -0.65403 -10.37319  -0.5121
H79 1.47393 -2.42242 -7.59176  0.3422
H80 -0.00631 -1.77949 -8.43023  0.2701
H81 1.20720 -0.73217 -7.80910  0.2871
H82 1.47382 -2.62270 -10.22800  0.2542
H83 2.78479 -1.53651 -9.65813  0.2710
H84 1.44410 -0.59158 -11.26844  0.2925

Calculated values
Kohn-Sham gap (eV): 10.4
E_LUMO (eV): 0.38
HOMO (eV): -10.010



On energetic grounds, w is preferred over the next structure by 0.1439 hartree.



w.
ORCA calculation (wB97M-V/def2-TZVPD) on a single C4H10OS2 molecule.

Each line ends with the Mulliken charge.
Geometry (Å):
C1 2.58844 2.26724 0.41593  -0.7882
S1 1.67536 1.31681 -0.80967  -0.0842
S2 -0.26200 1.57957 -0.12023  -0.0914
C2 -0.56981 0.04845 0.79194  -0.7023
C3 -0.33442 -1.25211 0.02720  -0.5465
C4 -1.43741 -1.53565 -0.95809  -0.4224
O1 -2.62016 -1.85451 -0.22937  -0.5290
H1 2.30018 2.03785 1.43408  0.2566
H2 2.44515 3.32664 0.26012  0.2905
H3 3.65607 2.07603 0.31646  0.3161
H4 -1.62796 0.08745 1.04059  0.3782
H5 -0.02688 0.08392 1.73882  0.3205
H6 0.59489 -1.15762 -0.52705  0.3074
H7 -0.26884 -2.08608 0.72807  0.3487
H8 -1.13769 -2.33027 -1.64363  0.3400
H9 -1.62342 -0.66940 -1.60902  0.3062
H10 -3.35150 -1.93833 -0.85615  0.2999

Calculated values
Structure (SMILES): CSSCCCO
Kohn-Sham gap (eV): 9.6
E_LUMO (eV): 0.76
HOMO (eV): -8.822



x.
ORCA calculation (wB97M-V/def2-TZVPD) on 2 unconnected molecules or ions with the total composition C4H10OS2.

Each line ends with the Mulliken charge.
Geometry (Å):
C1 -1.52543 0.73488 -0.20000  -0.4752
C2 -0.69632 0.33075 0.92988  -1.2551
C3 0.67040 -0.37175 0.50662  -0.1231
C4 1.38042 0.54624 -0.56493  -0.9145
H1 -2.18018 -0.25547 -2.28153  0.1798
H2 -2.41094 1.45751 0.35299  0.2431
H3 -0.90089 1.22014 -0.95496  0.4911
H4 -1.16774 -0.33298 1.67003  0.4269
H5 -0.13480 1.25449 1.23387  0.3565
H6 1.24752 -0.43804 1.49760  0.5825
H7 -0.32643 -1.75379 -0.03888  0.3384
H8 0.88008 0.41910 -1.42186  0.5017
H9 1.28923 1.52013 -0.23554  0.5127
H10 2.68678 -1.55023 0.64932  0.1939
O1 0.65604 -1.69734 0.31793  -0.5028
S1 -2.58880 -0.76920 -0.74912  -0.2610
S2 3.12105 -0.31442 -0.71141  -0.2948

Calculated values
Kohn-Sham gap (eV): 8.7
E_LUMO (eV): -0.21
HOMO (eV): -8.943



On energetic grounds, w is preferred over the next structure by 0.2051 hartree.